C4H2O2 in the gas phase. Source: the Open Molecules 2025 dataset; level of theory: ωB97M-V/def2-TZVPD.

Calculated values
- Energy above the lowest of the compared OMol25 structures with the same formula, charge and spin: 0.597 eV
- Maximum force: 0.64 eV Å⁻¹
- Kohn-Sham gap: 0.3545 hartree
- 2S+1: 1
- Calculated total energy: -8271.9309 eV
- SMILES string: C#CC(=O)C=O

Last column: Mulliken charge in e.
CARTESIAN COORDINATES (ANGSTROEM)
C -1.60743 -0.25484 -1.01242  0.0130
C -1.06395 0.09105 0.00552  -0.2000
C 0.03995 0.36357 0.92242  0.3628
O -0.00125 0.79754 2.04473  -0.4687
C 1.31620 -0.04550 0.17657  -0.0104
O 2.05635 0.76035 -0.30887  -0.3937
H -2.08505 -0.54952 -1.91968  0.3849
H 1.41305 -1.14962 0.04039  0.3121

Atoms 1-3, force components in eV/Å:
0.1 0.1 0.2
0.0 -0.1 -0.3
-0.2 0.1 0.4


C4H2O2 in the gas phase. Source: the Open Molecules 2025 dataset; level of theory: ωB97M-V/def2-TZVPD.

Calculated values
- Energy above the lowest of the compared OMol25 structures with the same formula, charge and spin: 0.447 eV
- Maximum force: 0.68 eV Å⁻¹
- Kohn-Sham gap: 0.3686 hartree
- 2S+1: 1
- Calculated total energy: -8272.0809 eV
- SMILES string: O=CC#CC=O

Last column: Mulliken charge in e.
CARTESIAN COORDINATES (ANGSTROEM)
O -0.02253 -1.40383 2.31833  -0.3894
C 0.81573 -0.99953 1.54888  -0.2067
C 0.47145 -0.04086 0.50909  0.2096
C -0.00162 0.55850 -0.42835  0.3865
C -0.81875 0.99396 -1.55163  -0.1492
O -0.69348 2.01498 -2.17782  -0.4112
H 1.85363 -1.37032 1.55267  0.2796
H -1.60443 0.24710 -1.77118  0.2808

Atoms 1-3, force components in eV/Å:
0.5 0.2 -0.2
-0.3 -0.2 0.3
-0.4 0.2 -0.5